A:
Entry from OMol25: a 20-piece molecular cluster, H41O20 overall (the ωB97M-V functional and the def2-TZVPD basis).

LUMO energy: -2.52 eV
HOMO-LUMO gap: 10.63 eV

```
! RIJCOSX wB97M-V def2-TZVPD def2/J DEFGRID3
* xyz 1 1
O 2.389 -0.922 0.185
H 1.951 -0.331 -0.458
O 1.009 0.983 -1.237
H 0.877 1.730 -0.619
H 1.630 1.301 -1.916
O 1.575 1.649 -3.734
H 2.492 1.922 -3.694
H 1.534 0.686 -3.852
O 1.861 -2.045 -3.177
H 2.015 -2.186 -2.233
H 1.044 -2.516 -3.378
O -1.425 -0.345 2.836
H -2.694 -1.265 1.936
H -1.034 0.368 3.372
O -3.101 -1.521 1.103
H -2.850 -2.848 0.092
H -2.922 -0.916 0.379
O -3.040 -2.907 -0.948
H -3.010 -3.883 -1.052
H -2.185 -2.467 -1.453
O -1.061 2.742 -0.132
H -1.294 3.097 0.735
H -1.840 3.011 -0.617
O -1.404 0.175 -0.414
H -1.983 0.685 -0.986
H -0.972 -0.338 1.987
O -1.063 1.708 -3.232
H -0.222 1.478 -3.673
H -0.981 2.603 -2.893
O 4.034 1.070 1.270
H 4.911 1.161 0.852
H 3.634 1.974 1.382
O 2.277 3.009 1.781
H 1.733 3.812 1.850
H 2.267 2.625 2.672
O -1.377 -4.200 0.462
H -0.722 -4.901 0.568
H -1.439 -3.849 1.371
O 3.496 0.051 -2.163
H 4.007 -0.670 -2.526
H 3.063 -0.329 -1.360
O -2.402 -0.510 -3.967
H -2.138 0.420 -3.784
H -3.354 -0.557 -3.800
O -0.406 1.398 4.566
H -1.181 1.569 5.100
H 0.155 0.758 5.048
O -2.744 3.679 1.866
H -3.635 4.034 1.738
H -2.464 3.875 2.787
O -1.114 -1.912 -2.175
H -0.962 -1.196 -1.536
H -1.733 -1.456 -2.889
O -0.350 -3.246 2.886
H 0.156 -3.745 3.530
H 0.078 -2.337 2.764
O 2.590 -0.117 3.045
H 3.155 0.492 2.509
H 2.935 -0.986 2.856
H 2.876 -0.353 0.794
H -0.642 0.784 -0.423
*
```

B:
Entry from OMol25: a 20-piece molecular cluster, H41O20 overall (the ωB97M-V functional and the def2-TZVPD basis).

LUMO energy: -2.94 eV
HOMO-LUMO gap: 9.94 eV

```
! RIJCOSX wB97M-V def2-TZVPD def2/J DEFGRID3
* xyz 1 1
O 1.421 3.907 -3.047
H 0.303 -0.296 2.038
O 0.979 -2.217 -4.052
H 0.812 -3.108 -3.751
H -5.280 0.205 1.623
O -2.338 -3.811 -0.132
H -3.266 -3.629 -0.350
H -2.520 -4.729 0.135
O -0.491 -2.983 1.918
H 0.234 -3.138 2.532
H 4.664 -1.119 -3.556
O -5.043 -0.153 -0.559
H 2.093 3.865 2.497
H -0.209 -3.402 1.093
O 1.395 3.912 1.845
H 5.134 1.554 -1.226
H -4.160 -0.525 -0.543
O 1.689 -4.149 -1.089
H 1.647 0.323 2.064
H 3.849 1.214 -0.467
O -2.594 0.523 0.515
H -2.353 -0.788 1.382
H -1.725 1.007 0.650
O 1.719 -1.419 0.338
H 2.424 -1.196 0.939
H -4.911 0.482 -1.263
O -1.052 2.457 1.230
H -0.862 2.869 0.371
H -0.133 2.132 1.348
O -1.721 -1.568 -0.911
H -0.952 -1.966 -0.485
H 1.600 -5.061 -1.367
O -0.905 -1.771 4.714
H -0.528 -2.380 4.074
H -0.511 -2.078 5.532
O 2.948 4.860 -0.386
H 2.957 5.406 -1.175
H 3.273 5.446 0.303
O 0.893 2.499 -0.511
H 0.409 -1.608 -3.596
H 1.361 2.522 -1.354
O 0.763 0.496 1.733
H -1.293 -0.822 -1.330
H 2.342 3.919 -3.346
O 4.917 -1.921 -3.094
H -3.648 -1.792 1.581
H 4.732 -1.619 -2.194
O -2.783 -1.548 1.941
H -2.178 -2.323 2.050
H 1.147 3.277 0.015
O 4.277 1.125 -1.324
H 1.362 2.920 -3.122
H 2.227 -3.981 -0.315
O -4.728 0.000 2.391
H 0.911 4.736 1.950
H -5.248 -0.122 3.182
O -0.504 1.871 -2.844
H -0.568 2.808 -2.968
H -0.555 1.657 -1.911
H -3.294 1.131 0.766
H 1.872 -1.899 -0.476
*
```

C:
Entry from OMol25: a 20-piece molecular cluster, H41O20 overall (the ωB97M-V functional and the def2-TZVPD basis).

LUMO energy: -2.49 eV
HOMO-LUMO gap: 10.00 eV

```
! RIJCOSX wB97M-V def2-TZVPD def2/J DEFGRID3
* xyz 1 1
O -3.794 -3.779 0.884
H -1.504 2.453 0.100
O 1.252 -1.597 3.983
H 1.746 -1.600 4.852
H -3.419 -1.220 4.816
O -2.769 -3.274 -3.695
H -2.275 -3.415 -4.549
H -3.326 -3.962 -3.433
O -1.044 0.754 5.052
H -1.563 0.039 4.456
H -0.165 -2.007 -0.559
O 1.084 1.483 -3.302
H 2.110 4.998 0.371
H -0.476 0.115 5.589
O 2.694 4.550 -0.286
H -0.998 4.034 -1.548
H 1.614 1.703 -4.177
O -4.143 -1.270 1.653
H -2.330 0.499 -0.571
H -0.309 5.393 -1.767
O 0.989 -0.729 -0.807
H 1.525 -1.277 -0.120
H 1.377 0.198 -0.719
O -0.257 2.137 1.394
H 0.462 2.173 0.722
H 0.147 1.470 -3.697
O -3.209 -1.873 -1.197
H -3.593 -2.227 -0.355
H -2.983 -2.703 -1.592
O 3.421 -0.156 -2.382
H 4.125 -0.713 -2.088
H -4.328 -0.355 1.442
O 4.409 1.735 2.694
H 3.618 2.106 2.352
H 4.305 1.302 3.582
O 2.789 0.390 -5.116
H 1.834 0.479 -5.435
H 2.635 0.205 -4.154
O 4.280 -2.598 -0.439
H 1.265 -0.802 3.435
H 4.454 -3.412 -0.023
O -2.030 2.290 -0.643
H 2.772 -0.843 -2.216
H -3.870 -4.323 0.099
O -1.013 -2.339 -0.210
H 3.141 0.775 -0.276
H -0.846 -2.366 0.743
O 2.446 1.405 -0.307
H 2.836 2.389 -0.414
H 5.145 -2.494 -0.967
O -0.286 4.575 -1.200
H -2.925 -4.328 1.153
H -4.932 -1.781 1.659
O -2.869 -1.238 4.064
H -2.625 3.036 -0.899
H -3.399 -0.732 3.375
O -1.701 -0.190 -0.127
H -0.763 -0.043 -0.222
H -2.111 -1.109 -0.518
H 3.483 5.138 -0.374
H -0.101 2.934 1.918
*
```

Quick look at relative energies in kcal/mol: A 0.0; B 55.8; C 83.7.